No. 1
{"formula": "C7H7ClOSi", "method": "ωB97M-V with the def2-TZVPD basis set", "elements": ["C", "C", "C", "C", "C", "C", "C", "O", "Si", "Cl", "H", "H", "H", "H", "H", "H", "H"], "xyz": [[-1.28, -1.26, -1.70], [-1.25, -1.40, -0.32], [-0.57, -0.26, -2.30], [-0.61, -0.50, 0.56], [0.22, 0.60, -1.68], [0.39, 0.36, 0.27], [1.00, 1.76, -2.10], [1.71, 2.54, -1.52], [1.45, 1.39, 1.50], [0.72, 2.11, -3.83], [-1.70, -1.96, -2.27], [-1.83, -2.25, 0.25], [-0.73, -0.16, -3.41], [-0.72, -0.96, 1.58], [1.51, 2.58, 0.67], [2.70, 0.66, 1.90], [0.91, 1.98, 2.74]], "total_energy_ev": -29816.00847, "largest_force_ev_per_a": 7.08}

No. 2
{"formula": "C45H46Ge2InN8O4Se", "method": "ωB97M-V with the def2-TZVPD basis set", "elements": ["In", "C", "C", "C", "C", "C", "C", "N", "C", "C", "C", "C", "C", "C", "N", "N", "C", "C", "C", "C", "C", "N", "H", "H", "H", "H", "H", "H", "H", "H", "H", "H", "H", "H", "H", "C", "C", "Ge", "C", "C", "C", "C", "Ge", "C", "C", "C", "C", "C", "C", "C", "C", "C", "C", "H", "H", "H", "H", "H", "H", "H", "H", "H", "H", "H", "H", "H", "H", "H", "H", "H", "H", "H", "H", "H", "H", "H", "H", "H", "H", "O", "C", "C", "C", "C", "C", "C", "C", "O", "N", "O", "O", "H", "H", "H", "H", "Se", "N", "C", "C", "C", "C", "N", "C", "N", "H", "H", "H"], "xyz": [[-20.19, -4.38, 2.71], [-16.62, -3.60, 7.01], [-17.85, -3.18, 6.77], [-18.59, -3.60, 5.51], [-18.07, -4.90, 4.94], [-16.66, -5.18, 5.14], [-15.98, -4.53, 6.09], [-18.88, -5.64, 4.24], [-18.48, -6.89, 3.74], [-17.87, -7.86, 4.57], [-17.53, -9.10, 4.06], [-17.76, -9.44, 2.72], [-18.36, -8.50, 1.91], [-18.74, -7.25, 2.42], [-19.43, -6.33, 1.61], [-19.48, -6.48, 0.41], [-20.16, -5.46, -0.30], [-20.30, -5.65, -1.67], [-20.95, -4.66, -2.40], [-21.44, -3.54, -1.74], [-21.27, -3.45, -0.36], [-20.61, -4.39, 0.34], [-16.05, -3.25, 7.86], [-18.35, -2.46, 7.41], [-19.67, -3.71, 5.73], [-16.18, -5.86, 4.46], [-14.92, -4.69, 6.23], [-17.68, -7.65, 5.61], [-17.10, -9.83, 4.73], [-17.50, -10.41, 2.34], [-18.59, -8.75, 0.88], [-19.92, -6.53, -2.17], [-21.09, -4.75, -3.46], [-21.97, -2.76, -2.26], [-21.65, -2.61, 0.20], [-25.29, -3.85, 2.49], [-23.86, -4.33, 2.35], [-22.49, -3.42, 3.41], [-23.07, -3.57, 5.31], [-23.51, -2.27, 5.93], [-22.59, -1.50, 3.00], [-21.77, -0.48, 2.74], [-19.83, -0.67, 2.71], [-18.98, 0.80, 3.58], [-18.10, 1.70, 2.75], [-19.07, -1.09, 0.98], [-19.56, -0.46, -0.30], [-22.31, 0.88, 2.49], [-23.43, 1.40, 3.16], [-23.92, 2.66, 2.86], [-23.31, 3.45, 1.90], [-22.17, 2.98, 1.26], [-21.70, 1.70, 1.55], [-25.96, -4.55, 1.95], [-25.45, -2.86, 2.10], [-25.63, -3.84, 3.53], [-23.55, -4.32, 1.29], [-23.77, -5.38, 2.67], [-21.92, -3.79, 7.09], [-23.95, -4.22, 5.19], [-22.69, -1.56, 5.97], [-23.87, -2.48, 6.95], [-24.33, -1.81, 5.37], [-23.66, -1.24, 3.00], [-18.38, 0.39, 4.40], [-19.77, 1.39, 4.05], [-17.27, 1.16, 2.28], [-17.63, 2.43, 3.41], [-18.64, 2.24, 1.98], [-19.16, -2.18, 0.89], [-18.00, -0.92, 1.08], [-20.65, -0.51, -0.41], [-19.12, -1.04, -1.12], [-19.25, 0.56, -0.44], [-23.92, 0.82, 3.92], [-24.79, 3.04, 3.38], [-23.70, 4.43, 1.67], [-21.70, 3.58, 0.50], [-20.83, 1.35, 1.01], [-19.65, -2.19, 3.74], [-18.50, -2.36, 4.53], [-17.26, -2.43, 3.69], [-16.15, -1.69, 4.10], [-14.96, -1.74, 3.40], [-14.88, -2.52, 2.23], [-15.98, -3.27, 1.83], [-17.19, -3.25, 2.54], [-18.19, -3.98, 2.10], [-13.85, -0.91, 3.83], [-13.97, -0.30, 4.87], [-12.86, -0.88, 3.13], [-18.43, -1.49, 5.21], [-16.22, -1.08, 4.99], [-13.97, -2.55, 1.66], [-15.90, -3.89, 0.94], [-20.64, -4.31, 8.98], [-20.53, -5.90, 8.25], [-20.99, -6.24, 7.02], [-20.67, -7.58, 6.64], [-21.00, -8.10, 5.41], [-21.70, -7.26, 4.53], [-22.05, -6.02, 4.81], [-21.74, -5.48, 6.02], [-22.19, -4.23, 6.20], [-20.15, -8.18, 7.36], [-20.74, -9.11, 5.14], [-21.99, -7.63, 3.55]], "relative_energy_ev": 0.000, "largest_force_ev_per_a": 2.26, "charge": 1}